ORCA calculation (wB97M-V/def2-TZVPD) on a cluster of 4 separate species, C42H37ClNO18PS in total at a distorted geometry.

## Properties
- Structure (SMILES): CC(=O)OCCCCCCCCc1c([PH2]=S)ccc2c1C(=O)c1c(ccc(ON=O)c1Cl)C2=O.O=C1C=C(O)C(=O)C=C1O.O=C1C=C(O)C(=O)C=C1O.O=C1C=C(O)C(=O)C=C1O
- HOMO-LUMO gap: 7.1 eV

Structure (ORCA input):
```
! wB97M-V def2-TZVPD RIJCOSX def2/J DEFGRID3
* xyz 0 1
Cl -2.155 -1.633 2.085
S 0.045 4.251 -4.396
P -1.689 4.143 -3.491
O -4.040 0.948 2.763
O 3.030 3.462 5.159
O -0.856 -9.025 -3.849
O 1.201 -5.094 -2.284
O 5.745 -2.937 -1.938
O -3.973 -4.040 2.084
O -5.456 4.846 4.965
O -3.555 -2.305 -3.988
O -4.024 -3.349 4.135
O 4.381 6.894 1.103
O -4.596 3.755 7.206
O -2.985 -8.347 -2.423
O -0.981 -0.331 -0.147
O -3.256 -0.175 5.017
O 4.468 4.275 0.767
O 7.519 -2.447 -3.202
O 2.866 6.076 5.470
O -0.952 -4.493 -0.766
N -4.559 -3.181 3.135
C -4.330 -3.365 -1.465
C 0.276 -5.881 -2.338
C -2.022 -6.382 -1.539
C -4.798 2.952 3.751
C -3.270 0.495 -4.194
C 6.916 -2.294 -2.190
C -4.204 1.626 3.761
C 2.992 0.920 -1.432
C -2.971 -2.282 0.707
C 4.111 4.644 1.871
C 3.803 -1.549 -1.375
C -4.458 -3.928 -0.216
C -0.948 -5.591 -1.525
C -3.524 -2.256 -1.642
C 7.449 -1.402 -1.096
C -2.975 -0.234 -3.056
C -2.274 0.349 -1.987
C -4.923 3.632 4.898
C 3.625 6.618 3.304
C 4.578 -2.285 -2.480
C 1.182 1.954 0.072
C -4.462 3.064 6.214
C -3.376 -1.664 -2.986
C 0.278 -7.099 -3.136
C -2.179 2.423 -3.207
C 4.185 -0.051 -1.254
C -3.767 1.048 5.079
C -3.792 -3.401 0.888
C -2.838 -1.709 -0.555
C 3.256 5.711 4.376
C 3.362 4.230 4.129
C 0.415 2.373 -1.181
C -2.871 1.818 -4.257
C 4.028 6.125 2.125
C 2.687 1.716 -0.161
C 3.763 3.737 2.950
C -1.130 2.384 -0.916
C -1.956 -0.532 -0.826
C -1.869 1.696 -2.036
C -0.799 -7.902 -3.143
C -2.041 -7.585 -2.346
C -3.890 1.730 6.226
H -1.315 1.945 0.057
H -3.282 -0.435 4.075
H 0.781 1.046 0.515
H 4.625 6.286 0.378
H 3.840 2.675 2.760
H 6.884 -1.559 -0.181
H -4.858 -3.798 -2.302
H 2.778 4.071 5.880
H -5.422 5.103 5.906
H -5.080 -4.799 -0.067
H 7.330 -0.372 -1.422
H 3.560 7.679 3.497
H 2.132 0.323 -1.733
H 0.774 3.362 -1.457
H -1.441 3.424 -0.851
H 4.611 0.089 -0.262
H 4.057 -2.049 -0.442
H -3.577 1.325 7.178
H -5.123 3.351 2.801
H 3.186 1.586 -2.271
H 8.501 -1.613 -0.944
H 0.575 1.686 -2.005
H -3.788 0.073 -5.040
H 1.024 2.744 0.813
H 2.734 -1.676 -1.534
H 4.884 -1.578 -3.248
H 1.167 -7.321 -3.709
H 3.930 -3.036 -2.923
H -0.087 -4.062 -0.907
H -1.656 4.863 -2.290
H 3.028 1.132 0.696
H -3.087 2.409 -5.139
H -2.674 4.665 -4.346
H 3.219 2.666 -0.131
H -2.887 -6.144 -0.939
H 4.981 0.202 -1.953
H -1.739 -9.406 -3.679
*
```